Entry 1:
Formula: C17H17F5KN3OS
Source: the OMol25 dataset
Level of theory: ωB97M-V/def2-TZVPD

Output
- total charge = 0
- orbital gap (eV) = 6.36
- ΔE to the lowest compared entry with this formula, charge and spin (kcal per mole) = 3.5
- strongest force on any atom (eV/Å) = 1.15
- electronic energy (eV) = -65169.3137
- lowest unoccupied orbital energy (eV) = -0.34
- HOMO (hartree) = -0.2463

Cartesian coordinates (Å):
K: -2.19059 -0.09624 -1.80992
C: -2.50791 -1.00991 3.00878
C: -2.48414 -0.99795 1.61889
N: -1.84989 -0.06076 0.91637
C: -1.22395 0.89546 1.58960
C: -1.20712 0.99307 2.97360
C: -1.88136 0.01407 3.69687
C: -0.52358 2.12165 3.63404
C: 0.75326 2.45192 3.44598
C: 1.70666 1.66734 2.63648
C: 1.80278 0.28100 2.73777
C: 2.75874 -0.33768 1.95849
N: 3.55413 0.33424 1.12767
C: 3.39103 1.64826 1.12688
N: 2.52809 2.35570 1.84140
H: -3.03654 -1.79539 3.52949
H: -3.00566 -1.76070 1.05692
H: -0.71336 1.64477 0.99478
H: -1.91098 0.05686 4.77914
H: -1.12894 2.74919 4.27828
H: 1.14389 3.36085 3.88386
H: 1.17359 -0.28816 3.40388
H: 2.88631 -1.41324 2.01053
H: 4.04284 2.21635 0.47318
O: 0.14477 -0.14911 -2.17792
S: 1.12461 -1.10086 -2.82661
C: 1.73711 -0.22464 -4.30441
C: 3.18232 0.20114 -4.05048
C: 3.33159 0.35802 -2.54065
C: 2.68633 -0.88754 -1.96635
H: 1.05977 0.62927 -4.35893
H: 1.59085 -0.84587 -5.18316
H: 3.41491 1.11245 -4.60116
H: 3.86233 -0.57431 -4.40954
H: 2.79245 1.24044 -2.18487
H: 4.36599 0.45716 -2.21573
H: 2.44462 -0.85435 -0.90777
H: 3.27789 -1.78314 -2.15731
F: -5.78833 -0.51565 -2.77968
C: -4.89666 -0.86466 -1.74160
F: -5.49899 -0.27309 -0.59979
C: -5.18661 -2.35111 -1.53496
F: -6.46903 -2.69568 -1.30841
F: -4.77401 -3.08027 -2.59645
F: -4.47921 -2.82891 -0.46716



Entry 2:
Formula: C17H17FN2O3
Source: the OMol25 dataset
Level of theory: ωB97M-V/def2-TZVPD

Output
- total charge = 0
- orbital gap (eV) = 8.87
- ΔE to the lowest compared entry with this formula, charge and spin (kcal per mole) = 52.3
- strongest force on any atom (eV/Å) = 0.71
- SMILES string = C[C@@H](/C=C/c1cccc(Oc2ccc(F)cc2)c1)N(O)C(N)=O
- electronic energy (eV) = -29743.8745
- lowest unoccupied orbital energy (eV) = 0.39
- HOMO (hartree) = -0.3116

Cartesian coordinates (Å):
C: -2.35925 3.78105 0.54425
C: -2.10566 3.30583 -0.87994
C: -1.42056 1.97139 -1.00653
C: -1.10728 1.14847 -0.00925
C: -0.42583 -0.13313 -0.14272
C: -0.29938 -0.81056 -1.35656
C: 0.39126 -2.00522 -1.42522
C: 0.98363 -2.54732 -0.29828
C: 0.86300 -1.88235 0.91692
O: 1.38003 -2.39881 2.08383
C: 2.67032 -2.84457 2.10232
C: 3.65384 -2.35881 1.24365
C: 4.95731 -2.80272 1.36290
C: 5.26668 -3.72820 2.34162
F: 6.54102 -4.16170 2.45732
C: 4.30599 -4.21809 3.20896
C: 3.00512 -3.77297 3.08599
C: 0.14886 -0.69677 0.99562
N: -3.36575 3.26079 -1.61131
O: -4.31722 2.36231 -1.11910
C: -3.44093 3.64757 -2.92782
N: -4.59052 3.26551 -3.55781
O: -2.54979 4.27420 -3.46027
H: -2.82307 4.76367 0.51731
H: -3.03188 3.10005 1.06090
H: -1.42222 3.85005 1.08871
H: -1.51032 4.05008 -1.42314
H: -1.20195 1.70512 -2.03289
H: -1.31304 1.44225 1.01056
H: -0.74850 -0.40863 -2.25090
H: 0.47318 -2.52440 -2.36806
H: 1.53004 -3.47732 -0.35118
H: 3.39962 -1.62738 0.49163
H: 5.73056 -2.43074 0.70979
H: 4.58115 -4.93628 3.96408
H: 2.23322 -4.12827 3.74918
H: 0.06260 -0.20663 1.95268
H: -3.98390 1.45626 -1.24710
H: -4.78638 3.72254 -4.43189
H: -5.37400 2.99374 -2.98825



- What is the orbital gap in the first record?
  6.36 eV